{"formula": "C2H3O5S2", "method": "wB97M-V/def2-TZVPD", "species": ["C", "C", "O", "O", "O", "O", "O", "S", "S", "H", "H", "H"], "xyz": [[1.7201, -0.0999, -1.0069], [0.0837, -0.0499, 0.4926], [1.8916, 2.2002, 0.5504], [4.0004, -1.5981, -0.5626], [2.0932, -2.2303, 0.8637], [3.7331, 1.7191, -0.9121], [3.1237, 0.1443, 0.9436], [2.7604, -1.1841, 0.1048], [2.5987, 1.1918, -0.1816], [-0.6279, 0.4178, -0.2263], [0.7096, 0.5995, 1.0363], [-0.3201, -0.9466, 0.9802]], "mulliken_charge": [-0.400, -0.756, -0.618, -0.608, -0.594, -0.621, -0.245, 1.000, 0.967, 0.207, 0.401, 0.266], "lumo_ha": [0.13510, 0.13510], "homo_lumo_gap_ha": [0.3180, 0.3181], "charge": -1, "energy_ev": -34027.2483, "relative_energy_kj_mol": 407.99}

{"formula": "C2H3OP", "method": "wB97M-V/def2-TZVPD", "species": ["C", "C", "O", "P", "H", "H", "H"], "xyz": [[-0.2107, -0.6953, 0.0349], [-1.2260, 0.2123, -0.0652], [1.1905, -0.4801, 0.0091], [-3.0063, 0.0888, -0.0805], [-0.2310, -1.8295, -0.0645], [-1.1655, 1.2438, 0.0157], [1.2970, 0.4624, 0.0393]], "mulliken_charge": [0.127, -0.524, -0.428, -0.026, 0.294, 0.261, 0.295], "lumo_ha": [-0.03895, -0.04209], "homo_lumo_gap_ha": [0.2427, 0.2498], "charge": 0, "energy_ev": -13455.1112, "relative_energy_kj_mol": 255.45}

{"formula": "C2H3OPd", "method": "wB97M-V/def2-TZVPD", "species": ["O", "Pd", "H", "C", "C", "H", "H"], "xyz": [[0.1366, 1.1181, -0.0578], [1.4240, 0.4515, -0.8359], [0.0084, 1.9520, 0.4195], [-1.2949, -0.1212, -0.1062], [-0.2263, -0.2553, 0.7120], [-2.2094, 0.4021, -0.4114], [-1.7080, -1.1110, -0.3614]], "mulliken_charge": [-0.436, 1.333, 0.379, 0.296, -0.331, 0.381, 0.378], "lumo_ha": [-0.41261, -0.55648], "homo_lumo_gap_ha": [0.3870, 0.2743], "s_squared": 3.759, "charge": 2, "spin_multiplicity": 4, "energy_ev": -7616.7503}

{"formula": "C2H3OSc", "method": "wB97M-V/def2-TZVPD", "species": ["H", "O", "C", "C", "H", "H", "Sc"], "xyz": [[-0.7219, 0.6236, -1.0439], [1.0229, -1.1332, -0.0122], [-0.2464, -1.0432, -0.0691], [-0.7746, 0.3542, 0.0573], [-1.8457, 0.3279, 0.3115], [-0.2155, 1.0186, 0.7434], [2.7811, -0.1478, 0.0130]], "mulliken_charge": [0.265, -0.519, 0.245, -0.690, 0.277, 0.236, 1.187], "lumo_ha": [-0.20569, -0.20853], "homo_lumo_gap_ha": [0.1606, 0.2154], "s_squared": 1.764, "charge": 1, "spin_multiplicity": 2, "energy_ev": -24858.1721, "relative_energy_kj_mol": 155.12}

{"formula": "C2H3OTl", "method": "wB97M-V/def2-TZVPD", "species": ["O", "C", "C", "H", "H", "H", "Tl"], "xyz": [[2.2660, 1.0506, 0.4311], [2.5757, 0.3347, -0.4514], [2.9168, -0.5544, -1.3302], [3.9733, -0.7956, -1.4567], [0.9965, 1.1612, 3.5605], [2.1364, -1.1033, -1.8597], [1.7011, 2.1011, 2.1064]], "mulliken_charge": [-0.487, 1.023, -0.649, 0.294, 0.388, 0.294, 1.136], "lumo_ha": [-0.51804, -0.51806], "homo_lumo_gap_ha": [0.1851, 0.1850], "charge": 2, "energy_ev": -8838.4052, "relative_energy_kj_mol": 0.00}

{"formula": "C2H3OZn", "method": "wB97M-V/def2-TZVPD", "species": ["O", "C", "Zn", "H", "C", "H", "H"], "xyz": [[-1.3154, 0.2189, 0.1554], [-0.6642, 1.2661, -0.3806], [1.2271, 0.0704, 0.2211], [-2.2928, 0.2206, 0.1756], [-0.6087, -1.1860, -0.0139], [-0.9796, -1.6022, -0.9603], [-1.0688, -1.7627, 0.8014]], "mulliken_charge": [-0.096, 0.001, 0.444, 0.402, -0.605, 0.434, 0.420], "lumo_ha": [-0.23548, -0.24160], "homo_lumo_gap_ha": [0.2447, 0.2534], "charge": 1, "energy_ev": -52572.7298, "relative_energy_kj_mol": 534.82}

Q: Which formula does entry 5 have?
A: C2H3OTl